No. 1
Computed, not measured: a structure of composition C50H63ClGeMoN4O2P2S at a distorted geometry, with ωB97M-V with the def2-TZVPD basis set.

The calculation puts the gap between HOMO and LUMO (alpha / beta) at 7.5 / 7.2 eV. The value obtained for the electronic energy is -163235.9843 eV. As for the energy above the lowest of the compared OMol25 structures with the same formula, charge and spin: 0.0 kJ/mol. The LUMO energy (alpha / beta) comes out at 0.411 / -0.040 eV.

Geometry as ORCA input:
```
! RIJCOSX wB97M-V def2-TZVPD def2/J DEFGRID3
* xyz 0 3
Mo 0.949 -0.154 -0.229
N 1.325 -2.359 0.730
C 0.169 -2.992 1.354
C -1.019 -2.833 0.409
N -1.210 -1.421 0.090
H 1.482 -2.840 -0.175
H 2.153 -2.492 1.310
H -0.035 -2.508 2.315
H 0.332 -4.067 1.538
H -1.914 -3.285 0.860
H -0.778 -3.385 -0.502
H -1.726 -0.956 0.833
H -1.751 -1.314 -0.765
C 0.738 5.930 5.488
S -0.525 6.085 4.194
C -1.551 4.614 4.536
C -0.932 3.301 4.079
C -0.532 3.414 2.608
N -0.458 2.152 1.888
P 0.916 1.124 1.757
C 2.197 2.279 2.369
C 2.868 3.095 1.464
C 3.810 4.002 1.918
C 4.073 4.121 3.274
C 3.396 3.321 4.181
C 2.473 2.395 3.730
C 0.868 -0.002 3.201
C 2.044 -0.742 3.350
C 2.111 -1.793 4.239
C 0.984 -2.142 4.973
C -0.186 -1.415 4.835
C -0.246 -0.344 3.957
P -1.696 1.719 0.786
C -3.119 1.743 1.977
C -3.860 2.870 2.319
C -4.851 2.791 3.282
C -5.132 1.586 3.906
C -4.411 0.454 3.564
C -3.415 0.538 2.609
C -2.088 3.226 -0.182
C -3.314 3.187 -0.844
C -3.651 4.161 -1.765
C -2.751 5.173 -2.060
C -1.529 5.219 -1.409
C -1.198 4.257 -0.471
H 1.243 6.889 5.538
H 1.447 5.148 5.232
H 0.249 5.718 6.434
H -2.475 4.798 3.985
H -1.772 4.608 5.602
H -1.683 2.518 4.208
H -0.062 3.047 4.687
H 0.429 3.931 2.546
H -1.275 4.038 2.105
H 2.648 3.001 0.410
H 4.345 4.620 1.213
H 4.793 4.845 3.628
H 3.585 3.416 5.243
H 1.957 1.759 4.438
H 2.906 -0.460 2.757
H 3.028 -2.351 4.360
H 1.028 -2.975 5.659
H -1.062 -1.687 5.409
H -1.155 0.234 3.856
H -3.669 3.812 1.823
H -5.409 3.677 3.551
H -5.913 1.531 4.650
H -4.627 -0.494 4.035
H -2.848 -0.349 2.347
H -4.006 2.384 -0.617
H -4.612 4.129 -2.255
H -3.004 5.926 -2.793
H -0.824 6.007 -1.629
H -0.244 4.323 0.036
C 2.570 0.647 -3.892
Ge 1.514 2.042 -2.913
C 2.545 3.757 -2.765
C -0.016 2.590 -4.099
C 0.837 1.577 -1.123
H 3.614 0.937 -3.963
H 2.188 0.515 -4.901
H 2.521 -0.313 -3.384
H 2.453 4.341 -3.675
H 3.598 3.601 -2.562
H 2.124 4.345 -1.953
H 0.211 2.330 -5.129
H -0.149 3.667 -4.046
H -0.959 2.124 -3.832
H 0.506 2.522 -0.691
Cl 3.979 1.230 -0.964
C 3.144 -0.209 -0.382
H 3.647 -0.436 0.571
H 3.437 -0.991 -1.100
C 0.901 -9.289 -2.882
C 0.321 -7.905 -2.812
C -0.684 -7.648 -1.887
C -1.288 -6.408 -1.821
C -0.899 -5.404 -2.683
C 0.134 -5.622 -3.591
N 0.534 -4.636 -4.480
C -0.113 -3.417 -4.689
C -0.725 -3.208 -5.930
C -1.373 -2.027 -6.225
C -1.425 -1.011 -5.281
C -0.797 -1.193 -4.068
C -0.120 -2.372 -3.751
C 0.621 -2.368 -2.444
O 1.076 -3.392 -1.914
O 0.747 -1.212 -1.922
C 0.751 -6.885 -3.658
C 1.851 -7.101 -4.661
H 0.400 -9.943 -2.174
H 1.965 -9.290 -2.651
H 0.774 -9.716 -3.875
H -1.010 -8.436 -1.226
H -2.082 -6.231 -1.107
H -1.401 -4.449 -2.672
H 0.952 -5.009 -5.322
H -0.720 -4.009 -6.658
H -1.853 -1.905 -7.185
H -1.941 -0.086 -5.496
H -0.793 -0.398 -3.334
H 2.657 -6.384 -4.497
H 1.483 -6.974 -5.684
H 2.265 -8.101 -4.591
*
```

Atomic partial charges in e from the Löwdin method, atoms 1 to 6: 1.15 -0.04 -0.23 -0.23 -0.03 0.06


No. 2
Computed, not measured: a structure of composition C50H64CrGeN3O4P2 at a distorted geometry, with ωB97M-V with the def2-TZVPD basis set.

The calculation puts the gap between HOMO and LUMO (alpha / beta) at 7.2 / 7.4 eV. The value obtained for the electronic energy is -169068.2878 eV. As for the energy above the lowest of the compared OMol25 structures with the same formula, charge and spin: 0.0 kJ/mol. The LUMO energy (alpha / beta) comes out at 0.528 / 0.529 eV.

Geometry as ORCA input:
```
! RIJCOSX wB97M-V def2-TZVPD def2/J DEFGRID3
* xyz 0 4
Cr -0.119 -0.178 -0.571
C -2.152 0.505 2.829
C -3.022 -0.345 1.896
C -4.495 -0.051 2.166
P -2.480 -0.084 0.139
C -3.864 -0.786 -0.854
C -3.804 -0.425 -2.340
C -3.911 -2.307 -0.652
C -2.580 1.713 -0.050
C -3.774 2.408 -0.220
C -3.819 3.793 -0.278
C -5.127 4.535 -0.393
C -2.600 4.464 -0.197
C -1.398 3.796 -0.048
C -1.355 2.398 0.057
N -0.177 1.662 0.191
C 1.014 2.285 0.612
C 1.063 3.212 1.653
C 2.257 3.817 2.014
C 3.453 3.519 1.366
C 4.750 4.195 1.738
C 3.411 2.558 0.361
C 2.223 1.941 -0.008
P 2.060 0.704 -1.325
C 1.965 1.737 -2.874
C 3.309 2.296 -3.337
C 0.968 2.889 -2.701
C 3.716 -0.106 -1.466
C 3.685 -1.106 -2.625
C 4.230 -0.783 -0.196
H -2.402 0.281 3.870
H -2.348 1.566 2.656
H -1.087 0.335 2.691
H -2.842 -1.404 2.103
H -4.738 0.987 1.935
H -4.693 -0.208 3.229
H -5.170 -0.703 1.609
H -4.773 -0.358 -0.431
H -3.117 -1.078 -2.881
H -3.478 0.599 -2.518
H -4.796 -0.556 -2.780
H -2.923 -2.760 -0.753
H -4.564 -2.766 -1.399
H -4.290 -2.580 0.338
H -4.702 1.855 -0.338
H -5.857 3.964 -0.971
H -4.993 5.502 -0.879
H -5.562 4.720 0.592
H -2.588 5.546 -0.277
H -0.475 4.359 -0.040
H 0.151 3.456 2.187
H 2.261 4.533 2.830
H 4.582 4.989 2.466
H 5.226 4.641 0.862
H 5.461 3.489 2.172
H 4.339 2.281 -0.133
H 1.569 1.072 -3.648
H 3.801 2.858 -2.538
H 3.130 2.993 -4.159
H 3.994 1.530 -3.701
H 1.369 3.637 -2.011
H 0.003 2.550 -2.335
H 0.809 3.367 -3.669
H 4.402 0.701 -1.722
H 3.070 -1.971 -2.365
H 4.694 -1.472 -2.829
H 3.299 -0.672 -3.551
H 3.627 -1.655 0.056
H 4.211 -0.116 0.664
H 5.260 -1.113 -0.367
N 0.042 -1.984 -1.743
C 0.048 -1.641 -3.177
C -0.667 -0.316 -3.417
O -0.992 -0.011 -4.547
O -0.836 0.402 -2.348
H 0.872 -2.501 -1.465
H -0.725 -2.607 -1.519
H -0.421 -2.405 -3.794
H 1.075 -1.518 -3.518
N 1.779 -0.795 1.596
C 0.632 -1.035 1.149
H 1.964 -1.249 2.494
O -0.150 -1.857 2.126
C -0.920 -2.867 1.753
O -1.112 -3.213 0.608
C -1.476 -3.662 2.906
C -0.761 -5.027 2.950
Ge -0.570 -6.009 1.250
C -0.027 -7.795 1.849
C -0.940 -8.556 2.586
C -0.576 -9.778 3.135
C 0.715 -10.262 2.953
C 1.629 -9.527 2.212
C 1.259 -8.302 1.665
C -2.169 -6.243 0.173
C -3.370 -5.570 0.399
C -4.480 -5.803 -0.404
C -4.402 -6.710 -1.452
C -3.214 -7.388 -1.692
C -2.109 -7.159 -0.881
C 0.876 -5.265 0.182
C 0.715 -5.030 -1.185
C 1.765 -4.535 -1.951
C 2.990 -4.258 -1.356
C 3.160 -4.471 0.005
C 2.110 -4.974 0.767
H -2.540 -3.809 2.720
H -1.353 -3.108 3.836
H -1.251 -5.695 3.659
H 0.262 -4.887 3.311
H -1.956 -8.196 2.725
H -1.296 -10.354 3.703
H 1.005 -11.212 3.386
H 2.632 -9.907 2.059
H 1.982 -7.743 1.081
H -3.443 -4.842 1.197
H -5.406 -5.273 -0.213
H -5.266 -6.891 -2.080
H -3.148 -8.098 -2.508
H -1.191 -7.709 -1.067
H -0.242 -5.232 -1.656
H 1.628 -4.369 -3.013
H 3.810 -3.876 -1.952
H 4.110 -4.244 0.475
H 2.260 -5.139 1.829
*
```

Atomic partial charges in e from the Löwdin method, atoms 1 to 6: 0.52 -0.09 -0.50 -0.10 1.11 -0.51